Record 1
Entry from OMol25: 6 unconnected molecules or ions with the total composition C19H34NO9PS in a non-equilibrium geometry (ωB97M-V with the def2-TZVPD basis set).

Geometry as XYZ:
```
65
Properties=species:S:1:pos:R:3:nbo_charge:R:1
C 4.148 -1.991 -1.014 -0.756
C 2.725 -2.418 -1.260 0.713
O 2.419 -3.583 -1.218 -0.557
N 1.703 -1.442 -1.467 -0.507
C 2.149 -0.107 -1.889 -0.412
C 0.767 -1.370 -0.387 0.275
C 1.096 -1.759 0.914 -0.256
C 0.163 -1.639 1.933 -0.147
C -1.090 -1.103 1.665 -0.160
C -1.423 -0.724 0.364 -0.034
C -0.504 -0.872 -0.662 -0.236
C -2.789 -0.178 0.133 0.533
O -3.401 -0.348 -0.895 -0.518
C -3.362 0.604 1.288 -0.208
S -4.526 1.835 0.889 0.087
C -2.997 0.290 2.550 -0.436
P -3.564 1.097 4.107 1.133
C -1.988 0.975 5.059 -0.967
O -3.525 2.695 3.724 -0.968
C -2.103 -0.898 2.734 0.551
O -2.190 -1.622 3.701 -0.526
H 4.816 -2.744 -1.432 0.265
H 4.275 -1.983 0.072 0.267
H 4.416 -1.008 -1.386 0.218
H 2.535 0.496 -1.061 0.185
H 2.904 -0.196 -2.666 0.214
H 1.301 0.420 -2.325 0.206
H 2.077 -2.152 1.148 0.230
H 0.391 -1.936 2.948 0.230
H -0.755 -0.606 -1.680 0.224
H -3.999 2.256 -0.267 0.153
H -1.115 0.910 4.407 0.215
H -1.893 1.888 5.647 0.241
H -2.021 0.100 5.703 0.252
H -2.730 2.953 3.240 0.483
C 5.124 -5.855 -1.773 -0.251
O 6.138 -4.884 -2.029 -0.730
H 4.236 -5.541 -2.314 0.199
H 5.423 -6.847 -2.120 0.160
H 4.877 -5.902 -0.709 0.163
H 6.930 -5.146 -1.553 0.462
C -1.864 4.371 -0.515 -0.260
O -1.419 3.011 -0.451 -0.739
H -2.704 4.471 0.168 0.184
H -1.066 5.052 -0.206 0.160
H -2.198 4.625 -1.519 0.190
H -0.682 2.918 -1.060 0.466
C 4.926 -2.815 2.916 -0.252
O 4.601 -1.556 2.330 -0.732
H 5.532 -3.353 2.191 0.187
H 5.504 -2.691 3.834 0.169
H 4.031 -3.403 3.131 0.167
H 4.069 -1.060 2.958 0.469
C -4.397 7.030 -1.497 -0.249
O -4.287 5.754 -2.121 -0.729
H -3.908 6.954 -0.528 0.181
H -3.898 7.808 -2.081 0.164
H -5.440 7.312 -1.340 0.168
H -4.716 5.804 -2.979 0.468
C -2.853 -0.091 -4.500 -0.245
O -2.620 -1.337 -3.865 -0.725
H -3.021 -0.294 -5.556 0.180
H -3.736 0.410 -4.093 0.166
H -1.992 0.580 -4.410 0.148
H -2.504 -1.164 -2.924 0.476
```

Output
- HOMO level: -8.47 eV
- Frontier orbital gap: 0.276 hartree
- Spin multiplicity: 1
- SMILES string: CC(=O)N(C)c1ccc2c(c1)C(=O)C(S)=C(P(C)O)C2=O.CO.CO.CO.CO.CO

---

Record 2
Entry from OMol25: a molecular structure, C33H22CrNaO3 in a non-equilibrium geometry (ωB97M-V with the def2-TZVPD basis set).

Geometry as XYZ:
```
60
Properties=species:S:1:pos:R:3:mulliken_spin:R:1
O -2.719 2.480 2.626 0.000
C -3.104 1.931 1.670 -0.001
Cr -3.462 1.150 -0.027 -0.001
C -1.654 1.531 -0.301 0.001
O -0.526 1.809 -0.428 0.002
C -3.750 2.906 -0.686 0.000
O -3.780 4.016 -1.041 0.000
C -5.512 0.423 0.087 0.000
C -4.714 -0.316 0.972 0.000
C -3.531 -0.909 0.527 0.000
C -3.118 -0.794 -0.820 0.000
C -1.755 -1.145 -1.189 -0.005
C -0.555 -1.367 -1.291 0.002
C 0.814 -1.561 -1.515 -0.012
C 1.427 -0.666 -2.492 -0.001
C 0.544 0.075 -3.331 0.001
C 0.994 1.040 -4.224 0.000
C 2.368 1.281 -4.350 0.000
C 3.265 0.537 -3.572 0.000
C 2.812 -0.419 -2.662 -0.002
C 1.444 -2.639 -0.770 0.015
C 0.579 -3.568 -0.123 0.005
C 1.056 -4.594 0.685 -0.001
C 2.436 -4.739 0.881 0.002
C 3.313 -3.859 0.236 -0.004
C 2.836 -2.842 -0.590 0.001
C -3.947 -0.067 -1.706 0.000
C -5.131 0.526 -1.261 0.000
H -6.421 0.919 0.443 0.000
H -4.997 -0.405 2.024 0.000
H -2.884 -1.462 1.212 0.000
H -0.529 -0.106 -3.253 0.000
H 0.262 1.592 -4.819 0.000
H 2.729 2.032 -5.053 0.000
H 4.339 0.695 -3.668 0.000
H 3.557 -0.947 -2.080 0.000
H -0.499 -3.467 -0.268 0.000
H 0.343 -5.276 1.153 0.000
H 2.820 -5.536 1.520 0.000
H 4.392 -3.956 0.366 0.000
H 3.568 -2.206 -1.071 0.002
H -3.621 0.038 -2.744 0.000
H -5.746 1.094 -1.962 0.000
C 0.899 0.033 3.677 0.359
Na 3.340 1.902 3.703 0.000
C 1.673 -0.867 2.919 -0.102
C 2.210 -0.178 1.814 0.345
C 1.716 1.161 1.830 0.091
C 0.897 1.302 3.017 0.067
C 0.494 2.585 3.428 0.067
C 0.935 3.692 2.709 0.036
C 1.699 3.548 1.538 0.028
C 2.092 2.291 1.083 0.066
H 0.373 -0.163 4.611 0.006
H 1.806 -1.930 3.119 0.001
H 2.861 -0.560 1.031 0.024
H -0.181 2.679 4.283 -0.001
H 0.654 4.698 3.040 0.003
H 1.946 4.440 0.948 0.001
H 2.642 2.136 0.147 0.006
```

Output
- HOMO level (spin up / spin down): -12.79 / -12.79 eV
- Charge: +2
- Frontier orbital gap (spin up / spin down): 0.181 / 0.181 hartree
- Spin multiplicity: 2

---

Record 3
Entry from OMol25: a molecular structure, C13H25N2O7Ti in a non-equilibrium geometry (ωB97M-V with the def2-TZVPD basis set).

Geometry as XYZ:
```
48
Properties=species:S:1:pos:R:3:nbo_charge:R:1
Ti 0.790 -0.187 -0.531 0.853
C 2.331 -1.526 -3.778 -0.624
C 2.636 -0.173 -3.083 0.099
C 1.541 0.862 -3.373 -0.642
O 2.787 -0.365 -1.653 -1.037
H 1.511 -2.139 -3.402 0.198
H 3.216 -2.143 -3.624 0.196
H 2.283 -1.336 -4.850 0.187
H 3.610 0.084 -3.499 0.139
H 1.638 1.763 -2.766 0.210
H 0.541 0.519 -3.108 0.191
H 1.533 1.251 -4.392 0.198
C -2.830 1.522 -2.760 -0.266
O -3.374 0.569 -1.834 -0.508
C -2.534 -0.409 -1.338 1.025
O -1.392 -0.500 -1.642 -0.658
O -3.245 -1.222 -0.571 -0.496
C -2.745 -2.401 0.031 -0.258
H -3.392 2.435 -2.565 0.193
H -2.844 1.249 -3.815 0.191
H -1.779 1.783 -2.627 0.208
H -1.661 -2.442 -0.074 0.233
H -3.277 -3.281 -0.330 0.191
H -2.982 -2.318 1.092 0.186
C 1.357 1.399 4.106 -0.256
O 0.025 0.862 3.936 -0.540
C -0.348 0.294 2.727 0.961
O 0.348 0.135 1.738 -0.639
O -1.651 0.014 2.708 -0.506
C -2.460 0.045 3.944 -0.253
H 1.569 2.302 3.533 0.183
H 2.169 0.746 3.786 0.205
H 1.426 1.570 5.180 0.201
H -2.143 -0.754 4.615 0.199
H -3.494 -0.056 3.612 0.203
H -2.484 1.025 4.420 0.194
C -0.834 3.866 1.786 -0.720
C -0.268 3.110 0.680 0.316
N 0.181 2.516 -0.190 -0.350
H -1.842 3.514 2.006 0.261
H -0.603 4.910 1.575 0.263
H -0.199 3.529 2.605 0.250
C 3.269 -3.583 0.363 -0.733
C 1.920 -3.112 0.150 0.378
N 0.782 -2.831 -0.006 -0.418
H 3.873 -3.379 -0.522 0.281
H 3.194 -4.643 0.608 0.251
H 3.855 -3.076 1.129 0.261
```

Output
- HOMO level (spin up / spin down): -3.43 / -6.64 eV
- Frontier orbital gap (spin up / spin down): 0.137 / 0.254 hartree
- Spin multiplicity: 4

---

Record 4
Entry from OMol25: CH6N4S2 in the gas phase in a non-equilibrium geometry (ωB97M-V with the def2-TZVPD basis set).

Geometry as XYZ:
```
13
Properties=species:S:1:pos:R:3:nbo_charge:R:1
N 0.876 -1.866 0.457 -0.741
N -0.405 -1.254 0.056 -0.368
C -0.174 0.064 -0.114 0.523
N -1.275 0.810 -0.245 -0.826
S -2.680 0.392 0.250 0.286
N 1.147 0.721 0.071 -0.761
S 1.264 2.088 -0.940 0.159
H 0.937 -1.722 1.511 0.350
H 0.879 -2.962 0.338 0.372
H -1.030 1.791 -0.519 0.411
H -2.542 0.330 1.581 0.067
H 1.799 -0.047 -0.185 0.426
H 1.204 1.654 -2.261 0.102
```

Output
- HOMO level: -8.10 eV
- Frontier orbital gap: 0.318 hartree
- Spin multiplicity: 1
- SMILES string: NN=C(NS)NS